Entry 1:
Computed, not measured: a structure of composition C22H41AgBr3O11, with the ωB97M-V functional and the def2-TZVPD basis.

Geometry as XYZ:
```
78
Properties=species:S:1:pos:R:3:lowdin_spin:R:1
Ag 1.01460 -2.34367 0.32933 0.073
C -1.02496 0.84659 0.99648 0.000
C -0.42713 0.67280 -0.42953 0.001
O -0.08697 -0.63422 -0.75656 0.001
H -2.08083 0.56060 1.03498 0.000
H -1.09787 1.92643 1.17117 0.000
H -0.48583 0.22596 1.71171 0.000
H 0.48688 1.28500 -0.46930 0.000
H -1.15617 0.99743 -1.18784 0.000
C 2.90430 0.47757 3.30153 0.063
C 2.17645 -0.87078 3.21048 0.076
O 2.31188 -1.38710 1.95055 0.749
H 3.96503 0.31981 3.09859 0.000
H 2.84529 0.82755 4.33175 0.006
H 2.49448 1.21312 2.61473 0.000
H 1.14831 -0.73815 3.57842 0.000
H 2.57024 -1.51518 4.01002 0.024
C 3.24845 1.91287 -0.32079 0.001
C 4.16155 2.96183 0.28720 0.000
C 5.32128 2.47695 1.13729 0.000
O 6.46454 3.12963 0.57130 0.000
C 6.10435 3.56628 -0.66730 0.000
O 6.87575 3.92965 -1.48121 0.000
O 4.75656 3.73559 -0.77360 0.000
H 2.48908 2.39151 -0.94361 0.000
H 2.83509 1.17599 0.36250 0.001
H 3.73958 1.38712 -1.14997 0.000
H 3.57681 3.70976 0.83253 0.000
H 5.38252 1.39098 1.01350 0.000
H 5.22857 2.69931 2.19709 0.000
C -1.57979 0.18848 -4.30858 0.000
C -0.25918 0.96071 -4.31911 0.000
C 0.93675 0.25279 -3.71660 0.000
O 1.96853 0.50868 -4.67213 0.000
C 1.41274 0.91676 -5.85243 0.000
O 2.02968 1.10463 -6.84863 0.000
O 0.08125 1.04519 -5.71090 0.000
H -1.47792 -0.69654 -4.94572 0.000
H -2.35447 0.70565 -4.87982 0.000
H -1.94699 -0.13317 -3.33520 0.000
H -0.32283 1.97350 -3.91442 0.000
H 0.74892 -0.80352 -3.51307 0.000
H 1.27076 0.71127 -2.78719 0.000
C -1.27417 -3.37900 -2.92033 0.000
C -0.13546 -4.11736 -2.28712 0.000
O 0.41113 -3.61034 -1.34257 0.002
C 0.24492 -5.48024 -2.78540 0.000
H -1.09020 -3.20305 -3.98407 0.000
H -1.23835 -2.40186 -2.42956 0.000
H -2.20940 -3.93235 -2.85656 0.000
H -0.36696 -6.29909 -2.39943 0.000
H 1.25944 -5.66797 -2.43072 0.000
H 0.17718 -5.59372 -3.86659 0.000
C -1.74082 3.46820 3.95334 0.000
C -3.08404 3.61077 3.35544 0.000
O -3.54189 4.67388 3.00725 0.000
C -3.87515 2.33028 3.09630 0.000
H -1.84551 3.20488 5.01050 0.000
H -1.08064 4.32966 3.90694 0.000
H -1.30456 2.62806 3.40247 0.000
H -3.44206 1.35984 3.34406 0.000
H -4.10221 2.22091 2.03113 0.000
H -4.83822 2.44499 3.59689 0.000
C -1.65020 -4.58395 2.72375 0.000
C -1.60914 -3.11057 2.36087 0.000
O -1.02723 -2.76992 1.36016 0.002
C -2.27755 -2.18601 3.34975 0.000
H -0.86255 -5.04831 2.13420 0.000
H -2.63431 -4.97706 2.45991 0.000
H -1.50828 -4.76368 3.78908 0.000
H -1.57698 -1.88010 4.12872 0.000
H -3.11644 -2.70893 3.80334 0.000
H -2.58973 -1.26853 2.84872 0.000
C -4.78061 0.72735 -1.41523 0.000
Br -6.44149 0.17616 -2.35996 0.000
Br -4.73377 0.17077 0.45135 0.000
Br -4.21048 2.51998 -1.81710 0.000
H -4.15358 0.05064 -1.97716 0.000
```

Properties
LUMO (alpha / beta)   -0.444 / -2.974 eV
Multiplicity   2

Entry 2:
Computed, not measured: the ion C6H12N with charge +1, with the ωB97M-V functional and the def2-TZVPD basis.

Geometry as XYZ:
```
19
Properties=species:S:1:pos:R:3:lowdin_charge:R:1
C 2.49015 0.57329 -0.15514 0.060
C -2.07226 -0.42416 -0.46195 0.211
C 1.26553 0.31664 -0.53802 -0.150
C 0.24548 -1.85817 0.31250 -0.036
C -1.16865 1.68802 0.28045 0.020
C 0.21369 -0.27622 0.39988 -0.308
N -1.10526 0.25374 0.06002 -0.125
H 3.14892 0.99010 -0.83449 0.046
H 2.90001 0.57339 0.95030 0.135
H -1.87722 -1.48434 -0.84015 0.152
H -2.86199 0.09168 -0.92837 0.111
H 1.02730 0.21970 -1.56074 0.111
H 0.42110 -2.02973 -0.68361 0.046
H -0.48605 -2.43678 0.89985 0.101
H 1.23525 -2.26780 0.70626 0.123
H -1.63900 2.14933 -0.58223 0.113
H -0.22632 2.07512 0.38238 0.067
H -1.92020 1.92029 1.11984 0.156
H 0.40952 -0.07410 1.47323 0.168
```

Properties
LUMO   -5.045 eV
Total charge   +1

Entry 3:
Computed, not measured: a structure of composition C2HClNO4, with the ωB97M-V functional and the def2-TZVPD basis.

Geometry as XYZ:
```
9
Properties=species:S:1:pos:R:3:lowdin_charge:R:1
C 0.91433 -0.47067 -1.21266 -0.621
C 3.03327 1.21137 0.00448 -0.640
N 0.01006 0.31351 -1.58235 -0.038
O 2.49679 2.02521 -0.58393 0.168
O 1.84011 -1.15010 -1.44718 0.052
O 3.74135 0.48277 0.51332 0.154
O -0.86288 1.06107 -0.80103 -0.129
Cl 0.82980 0.06255 1.04407 0.184
H -0.72168 0.81562 0.06011 -0.131
```

Properties
LUMO   3.758 eV
Total charge   -1

Entry 4:
Computed, not measured: an isolated molecule of C21H20N2O5, with the ωB97M-V functional and the def2-TZVPD basis.

Geometry as XYZ:
```
48
Properties=species:S:1:pos:R:3:lowdin_charge:R:1
C -4.04120 -1.18688 0.00593 -0.082
H -4.59052 -1.00323 0.92825 0.095
H -4.48621 -2.03819 -0.51889 0.101
H -4.09986 -0.29707 -0.62956 0.081
O -2.71911 -1.46152 0.39871 -0.071
C -1.83298 -1.84306 -0.56934 -0.204
C -2.06321 -1.76685 -1.93225 -0.014
C -1.08452 -2.16038 -2.83332 -0.084
C 0.12635 -2.63516 -2.37856 -0.080
C 0.37291 -2.72131 -1.01549 -0.008
C -0.59589 -2.33591 -0.10695 -0.195
O -0.45093 -2.36574 1.26309 -0.043
C 0.77862 -2.79852 1.79165 -0.090
H 1.03561 -3.81389 1.46716 0.141
C 1.95771 -1.86505 1.46665 -0.458
O 3.10568 -2.24204 1.53221 0.083
N 1.53010 -0.62180 1.14303 0.158
C 2.22792 0.42996 0.53989 -0.136
C 3.59803 0.38960 0.32274 0.034
C 4.24192 1.41957 -0.34730 -0.272
C 3.49289 2.49727 -0.80515 -0.042
C 2.13209 2.56229 -0.57423 -0.002
C 1.48939 1.54195 0.10998 -0.163
N 0.10737 1.61247 0.38865 0.139
C -0.85874 2.01380 -0.48555 -0.416
O -0.66690 2.28978 -1.65089 0.098
C -2.19411 2.06981 0.13447 -0.187
C -3.39920 2.42333 -0.41589 0.004
C -4.35022 2.32512 0.62282 -0.055
C -3.65920 1.91998 1.72529 -0.108
O -2.35969 1.76462 1.44513 0.044
H -3.97094 1.71658 2.73093 0.127
H -5.39961 2.52688 0.55886 0.106
H -3.56212 2.71562 -1.43250 0.122
H -0.19172 1.39353 1.32918 0.146
H 1.55386 3.40043 -0.92804 0.117
H 3.98083 3.29861 -1.33941 0.113
C 5.71810 1.36201 -0.59407 -0.049
H 6.17377 0.55166 -0.03205 0.076
H 6.19051 2.30023 -0.30873 0.080
H 5.91404 1.20011 -1.65370 0.084
H 4.15325 -0.46735 0.66761 0.106
H 0.52153 -0.51503 1.13194 0.128
H 0.63682 -2.81381 2.87695 0.144
H 1.32958 -3.08707 -0.67755 0.115
H 0.89289 -2.93797 -3.07420 0.105
H -1.27943 -2.08545 -3.89156 0.104
H -3.00117 -1.38962 -2.30574 0.108
```

Properties
LUMO   0.577 eV

Entry 5:
Computed, not measured: a structure of composition C13H26I2IrNOP2, with the ωB97M-V functional and the def2-TZVPD basis.

Geometry as XYZ:
```
46
Properties=species:S:1:pos:R:3:lowdin_spin:R:1
I -5.42543 4.95899 -1.74864 1.494
I -6.84113 2.67640 -2.08056 1.499
Ir -0.74979 0.51764 -0.23642 0.940
P -0.10632 0.43251 -2.43226 0.014
C -1.08478 1.24372 -3.75081 0.001
C 1.57956 1.12553 -2.69434 0.004
H 1.93655 0.94614 -3.72083 0.000
H 0.50292 -1.32727 -4.05393 0.000
H 2.26832 0.65428 -1.98307 0.001
H 0.67835 -1.86276 -2.35157 0.001
H -1.15184 2.31903 -3.53763 0.000
H 1.56469 2.19918 -2.48923 0.001
C 0.05137 -1.29530 -3.04970 0.004
H -0.62343 1.09910 -4.74323 0.000
H -0.93674 -1.76238 -3.07263 0.001
H -2.09760 0.81898 -3.75871 0.000
P -1.37096 0.59367 1.96563 0.014
C -2.88551 1.47054 2.50550 0.001
C -1.59571 -1.08512 2.68819 0.004
H 0.88331 0.83439 2.83156 0.002
H -0.31510 1.23691 4.10293 0.000
H 0.04710 2.39493 2.77891 0.001
C -0.06920 1.33845 3.03410 0.004
H -0.70492 -1.68538 2.46740 0.002
H -1.74373 -1.04049 3.77880 0.000
H -3.02502 1.40020 3.59827 0.000
H -3.75510 1.02768 2.00170 0.000
H -2.45470 -1.56972 2.21684 0.001
H -2.80900 2.52801 2.21909 0.000
C -2.28105 1.55580 -0.71570 0.017
O -3.22591 2.19548 -1.01119 0.002
C 2.83171 -1.49614 -1.92779 0.049
C 2.19850 -1.29831 -0.52111 0.317
C 3.12249 -1.99312 0.28344 0.092
C 2.75383 -1.94405 1.56340 0.091
C 1.55818 -1.21359 1.70267 0.317
C 1.34395 -1.30042 3.24202 0.048
N 1.21748 -0.81096 0.38357 0.015
H 2.93397 -2.57951 -2.06537 0.015
H 3.85716 -1.11366 -1.85557 0.015
H 2.45137 -1.12307 -2.85597 0.000
H 4.02471 -2.50827 -0.07335 -0.001
H 3.31828 -2.41457 2.38000 -0.001
H 1.33647 -2.36917 3.48907 0.015
H 2.25762 -0.90212 3.69989 0.015
H 0.53510 -0.87219 3.79664 0.000
```

Properties
LUMO (alpha / beta)   -9.535 / -13.072 eV
Multiplicity   6
Total charge   +3

Entry 6:
Computed, not measured: a structure of composition C23H52N2O2P2ReS, with the ωB97M-V functional and the def2-TZVPD basis.

Geometry as XYZ:
```
83
Properties=species:S:1:pos:R:3:lowdin_spin:R:1
Re -0.30195 -0.16349 0.13802 1.432
C 0.71120 0.78012 1.46400 0.139
O 1.33171 1.28649 2.34391 0.117
C -2.15390 0.29841 -0.24232 0.120
O -3.29744 0.53696 -0.41129 0.114
P 0.10986 2.09389 -1.09719 0.057
C -0.05717 1.97463 -2.96876 0.027
H -0.06957 3.00419 -3.35169 0.004
C -1.21782 3.37125 -0.70155 0.046
H -2.13784 2.76181 -0.75258 0.000
C 1.76669 2.99306 -1.02435 0.029
H 2.44429 2.20535 -1.39017 0.004
C 1.49058 -3.07478 1.31312 0.038
P -0.05215 -2.41918 0.51834 0.111
H -0.33792 -4.11058 -1.24792 0.003
H 2.29372 -2.82645 0.60003 0.001
C -1.45318 -3.58268 1.01905 0.036
H -1.11086 -4.56086 0.63347 0.005
C -1.07960 3.91532 0.72221 0.003
H -2.03495 4.38594 0.99833 0.002
H -0.30676 4.69378 0.78565 0.000
H -0.86746 3.13560 1.46685 0.000
C -1.37247 4.53022 -1.69103 0.018
H -0.54755 5.24792 -1.61070 0.000
H -2.29678 5.06551 -1.42824 0.007
H -1.47592 4.20581 -2.73274 0.000
C 1.86146 4.20980 -1.94928 0.003
H 1.50046 4.04924 -2.97004 0.000
H 2.92227 4.48742 -2.03290 0.002
H 1.34098 5.07288 -1.51287 0.001
C 2.26590 3.41124 0.35325 0.007
H 3.15627 4.04074 0.21922 0.003
H 2.56770 2.56316 0.96746 0.000
H 1.52344 3.99779 0.90394 0.002
C 1.20350 1.30675 -3.50807 0.004
H 2.09684 1.94410 -3.45898 0.000
H 1.05170 1.01966 -4.55377 0.002
H 1.45271 0.41928 -2.91017 0.002
C -1.39234 1.35091 -3.38835 0.003
H -1.48092 0.29522 -3.10180 0.001
H -1.49951 1.41123 -4.48247 0.001
H -2.24606 1.88405 -2.94347 0.000
C 1.45723 -4.59414 1.50018 0.009
H 1.25924 -5.12647 0.56246 0.000
H 0.70649 -4.90709 2.23456 0.000
H 2.44072 -4.93077 1.85713 0.004
C 1.82361 -2.34165 2.61239 0.007
H 1.00153 -2.37577 3.34082 0.001
C -0.79558 -2.16402 -2.07798 0.018
H 2.06856 -1.28744 2.42209 0.004
H 2.70865 -2.79822 3.07982 0.001
C 1.53861 -3.14519 -1.72969 0.005
H -0.42231 -1.10752 -1.94936 0.007
H -0.73683 -2.41500 -3.14327 0.002
H -1.85637 -2.17956 -1.79670 0.005
C 0.08394 -3.09180 -1.24515 0.007
H 1.57568 -3.28646 -2.81745 0.000
H 2.07957 -3.98237 -1.27478 0.000
H 2.09523 -2.22362 -1.50157 0.003
C -2.77504 -3.23870 0.30667 0.001
H -3.04486 -2.17232 0.38910 0.001
H -3.58773 -3.81899 0.76816 0.000
H -2.75630 -3.51354 -0.75440 0.000
C -1.68425 -3.70863 2.52593 0.028
H -2.41113 -2.96685 2.88109 0.006
H -0.77456 -3.62344 3.13009 0.001
H -2.12331 -4.70038 2.71901 0.009
H 1.00546 -1.09168 -3.75468 0.000
H 0.28379 -0.89950 -3.61908 0.000
C -2.19260 0.85725 5.92516 0.006
N -2.20054 0.14826 4.64538 0.042
C -1.11307 -0.17562 3.94330 0.035
S -1.46950 -0.57400 2.21567 0.424
N 0.10066 -0.25293 4.49496 0.015
C 0.35850 -0.64441 5.87817 0.003
H -2.12521 0.14603 6.75774 0.004
H -3.14012 1.39461 5.99321 0.000
H -1.36728 1.57941 5.97958 0.001
H -3.06755 0.15348 4.10315 0.003
H 0.89300 -0.15699 3.85464 0.000
H -0.23515 -1.53202 6.16020 0.001
H 1.41840 -0.89285 5.96524 0.000
H 0.14815 0.17412 6.57910 0.001
```

Properties
LUMO (alpha / beta)   -15.057 / -17.091 eV
Multiplicity   4
Total charge   +4

Entry 7:
Computed, not measured: a cluster of 2 separate species, C4H11NS in total, with the ωB97M-V functional and the def2-TZVPD basis.

Geometry as XYZ:
```
17
Properties=species:S:1:pos:R:3:lowdin_charge:R:1
C -1.14154 -2.86931 -1.28232 -0.175
C -0.23896 -1.63490 -0.96105 -0.896
S 0.32615 -0.36479 -2.04177 0.259
H -1.41043 -3.23421 -0.27308 0.068
H -0.70155 -3.45389 -2.07389 0.052
H -2.08748 -2.43099 -1.56291 0.046
H 0.59312 -1.88720 -0.27181 0.024
H -0.90286 -1.22772 -0.13693 0.033
C 0.80059 1.64809 1.50978 -0.130
C -0.41273 2.14187 1.72804 0.052
N 1.31045 1.83103 0.10990 0.129
H 1.52997 1.23858 2.22126 0.121
H -0.83890 2.25071 2.70475 0.066
H -1.03719 2.44859 0.90713 0.079
H 1.23352 2.81419 -0.14853 0.154
H 2.27383 1.50177 0.07795 0.146
H 0.70401 1.22819 -0.50651 -0.027
```

Properties
LUMO   -0.166 eV

Entry 8:
Computed, not measured: a cluster of 2 separate species, C5H13O2 in total, with the ωB97M-V functional and the def2-TZVPD basis.

Geometry as XYZ:
```
20
Properties=species:S:1:pos:R:3:lowdin_charge:R:1
C -0.49664 0.56487 1.34549 -0.497
O -1.68765 1.21739 1.16143 -0.346
C 0.56385 0.93902 0.26311 -0.191
C 1.87672 0.12439 0.12653 -0.231
C 1.94028 -0.82630 -1.09578 -0.283
C 1.20168 -2.13206 -0.82776 -0.128
H -0.15182 0.91024 2.36456 0.079
H -0.60388 -0.50603 1.60920 0.079
H 0.72858 1.99541 0.46373 0.096
H 0.02426 0.70210 -0.66582 0.090
H 1.93595 -0.51011 1.02227 0.097
H 2.72267 0.80313 0.09266 0.084
H 3.01618 -1.04025 -1.23246 0.091
H 1.49677 -0.32116 -1.95528 0.097
H 1.58671 -2.62884 0.08767 0.069
H 1.35861 -3.04725 -1.40730 0.057
H 0.20366 -1.75604 -0.65507 0.067
H -2.23150 0.68977 -0.21605 -0.032
H -3.28536 -0.40424 -0.47376 -0.011
O -2.89396 0.34943 -0.93146 -0.188
```

Properties
LUMO   3.784 eV
Total charge   -1

Number 1: electronic energy -9559.33589 a.u.. Number 2: electronic energy -290.23358 a.u.. Number 3: electronic energy -892.77333 a.u.. Number 4: electronic energy -1297.95781 a.u.. Number 5: electronic energy -2022.17194 a.u.. Number 6: electronic energy -2324.97763 a.u.. Number 7: electronic energy -611.81711 a.u.. Number 8: electronic energy -348.75964 a.u..